(1)
# C3H3ClO4

An isolated molecule of C3H3ClO4 at a distorted geometry (the ωB97M-V functional and the def2-TZVPD basis, the Open Molecules 2025 dataset).

The geometry in XYZ format:
```
11
Properties=species:S:1:pos:R:3:nbo_charge:R:1
Cl -0.23348 2.19119 -0.26726 -0.058
O 1.80237 0.37084 1.13103 -0.686
O -0.99211 -0.09690 1.50784 -0.542
O -1.77387 -0.84942 -0.72612 -0.708
O 2.31403 -0.58874 -0.80958 -0.496
C 1.38707 -0.07501 -0.16697 0.713
C 0.09715 0.30638 -0.67404 -0.306
C -0.95672 -0.22206 0.29536 0.807
H 0.96877 0.27705 1.75109 0.501
H -2.50344 -1.42103 -0.38614 0.504
H -0.10977 0.10769 -1.65522 0.270
```

largest force on an atom = 7.7 eV/Å
calculated total energy = -23870.770 eV
HOMO = -0.4032 Ha

***

(2)
# C4H7ClS

A cluster of 2 separate species, C4H7ClS in total at a distorted geometry (the ωB97M-V functional and the def2-TZVPD basis, the Open Molecules 2025 dataset).

The geometry in XYZ format:
```
13
Properties=species:S:1:pos:R:3:lowdin_spin:R:1
Cl 3.06168 -2.56714 -0.90917 0.008
S -2.80884 -0.57979 0.66613 1.364
C 1.68974 0.94661 1.07689 0.004
C 2.48076 -1.20955 -0.19729 0.008
C 2.11138 -0.22987 0.40021 0.006
C -1.76390 -1.24633 1.94771 0.270
H 0.80786 1.47907 0.50219 0.002
H 2.45050 1.67055 0.99003 0.000
H -2.01758 -1.19575 -0.22080 0.218
H -0.92953 -1.82128 1.50991 0.031
H 1.50586 0.60668 2.13045 0.002
H -2.28149 -1.91544 2.69144 0.039
H -1.49873 -0.31676 2.63597 0.049
```

spin multiplicity = 3
largest force on an atom = 3.8 eV/Å
<S²> = 2.00
calculated total energy = -27611.444 eV
HOMO (spin up / spin down) = -0.1605 / -0.3482 Ha